Density functional theory data (ωB97M-V with the def2-TZVPD basis set) for a molecular structure, C30H24N9O6W.

## Properties
E_LUMO = -0.1474 hartree
calculated total energy = -59016.4833 eV
net charge = +1
energy relative to the best compared isomer or geometry (same formula, charge and spin) = 19.83 kcal per mole
2S+1 = 1
Kohn-Sham gap = 6.67 eV

Each line ends with the natural charge from an NBO analysis.
Geometry (Å):
W 0.1625 0.1673 0.6772  2.30
O 1.5843 -1.2136 0.9537  -0.71
C 1.4893 -2.5522 0.9581  0.43
C 2.2480 -3.3117 0.0833  -0.28
C 2.1642 -4.6930 0.1453  -0.14
C 1.3533 -5.3274 1.0864  -0.22
C 0.6164 -4.5673 1.9696  -0.11
C 0.6627 -3.1754 1.8914  -0.24
C 0.0730 -2.3150 2.8798  0.23
N -0.1147 -1.0579 2.7216  -0.44
C -0.1690 -0.2356 3.9233  -0.23
C 0.9168 0.8068 3.6726  -0.23
N 0.3960 1.4590 2.4783  -0.46
C -0.1879 2.5945 2.6330  0.24
C -1.3422 3.0198 1.8906  -0.22
C -1.8466 4.3218 1.9485  -0.13
C -3.0827 4.6071 1.4130  -0.24
C -3.8492 3.5718 0.8656  -0.16
C -3.3794 2.2724 0.8314  -0.22
C -2.1102 1.9937 1.3257  0.35
O -1.6541 0.7373 1.2942  -0.69
H 2.8845 -2.8144 -0.6373  0.22
H 2.7358 -5.2886 -0.5548  0.23
H 1.2917 -6.4062 1.1161  0.24
H -0.0195 -5.0429 2.7082  0.23
H -0.1065 -2.7386 3.8678  0.20
H 0.0279 -0.8208 4.8201  0.22
H -1.1351 0.2597 4.0133  0.22
H 1.8763 0.3343 3.4721  0.23
H 1.0030 1.5090 4.5002  0.22
H 0.0826 3.1743 3.5133  0.20
H -1.2494 5.1025 2.4084  0.22
H -3.4696 5.6163 1.4369  0.23
H -4.8329 3.7877 0.4672  0.23
H -3.9666 1.4604 0.4185  0.24
C 4.8280 1.5777 -0.3388  -0.41
N 3.7078 0.9472 -1.0450  -0.40
C 3.8448 0.4408 -2.3282  0.08
C 2.8531 -0.1928 -2.9676  -0.35
C 1.5507 -0.3735 -2.3297  0.64
O 0.5914 -0.9174 -2.8344  -0.59
N 1.5058 0.1797 -1.0510  -0.65
C 2.5272 0.7544 -0.4261  0.82
O 2.2860 1.0859 0.7726  -0.63
H 5.3917 2.1809 -1.0451  0.22
H 5.4788 0.8258 0.1040  0.22
H 4.4347 2.2140 0.4465  0.24
H 4.8158 0.6004 -2.7770  0.23
H 2.9848 -0.5783 -3.9672  0.26
C -2.7519 0.6865 -4.3537  -0.40
N -1.9834 1.2091 -3.2121  -0.39
C -1.4490 2.4492 -3.2039  0.17
C -0.7137 2.9252 -2.1648  -0.42
C -0.4972 1.9937 -1.1400  0.65
O 0.2462 2.1465 -0.0890  -0.65
N -1.0154 0.7857 -1.1396  -0.58
C -1.8605 0.3328 -2.1240  0.81
O -2.4859 -0.6984 -2.1005  -0.59
H -2.6897 1.4044 -5.1660  0.21
H -3.7873 0.5257 -4.0659  0.23
H -2.3335 -0.2691 -4.6588  0.25
H -1.6510 3.0521 -4.0792  0.23
H -0.2910 3.9168 -2.1441  0.26
N -0.8321 -1.4628 0.1129  -0.63
C -1.3208 -2.3064 -0.5438  0.68
C -1.8126 -3.4175 -1.1421  -0.50
C -1.7240 -4.6517 -0.4153  0.30
N -1.6546 -5.6364 0.1774  -0.32
C -2.3893 -3.4374 -2.4531  0.31
N -2.8564 -3.5278 -3.5001  -0.30